[1]
Computed, not measured: 2 unconnected molecules or ions with the total composition C3H5NO2 in a non-equilibrium geometry, with ωB97M-V with the def2-TZVPD basis set.

The geometry in ORCA input format:
```
! RIJCOSX wB97M-V def2-TZVPD def2/J DEFGRID3
* xyz 0 1
C -1.673 0.176 -0.324
C -1.234 -1.044 -0.605
O -0.952 -2.089 -1.030
O 0.503 -1.045 1.023
C 1.372 -0.224 0.774
N 1.221 0.854 -0.024
H -1.508 0.634 0.642
H 0.324 0.986 -0.486
H -2.403 0.572 -1.015
H 2.375 -0.323 1.217
H 1.974 1.503 -0.174
*
```

**Orbital gap**: 9.92 eV
**Structure (SMILES)**: C=C=O.NC=O
**E_HOMO**: -0.3324 Ha

***

[2]
Computed, not measured: C3H5NO2 in the gas phase in a non-equilibrium geometry, with ωB97M-V with the def2-TZVPD basis set.

The geometry in ORCA input format:
```
! RIJCOSX wB97M-V def2-TZVPD def2/J DEFGRID3
* xyz 0 1
C -1.138 -0.754 0.681
C -0.064 0.120 0.107
N -0.282 1.317 -0.721
O 1.227 0.275 0.694
C 1.136 -0.138 -0.661
O 0.952 0.914 -1.554
H -1.478 -0.459 1.679
H -0.738 -1.770 0.743
H -2.001 -0.767 0.006
H 0.124 2.112 -0.217
H 1.756 -0.983 -0.933
*
```

**Orbital gap**: 10.79 eV
**Structure (SMILES)**: C[C@]12NO[C@H]1O2
**E_HOMO**: -0.3611 Ha

***

[3]
Computed, not measured: a molecular structure, C3H5NO2 in a non-equilibrium geometry, with ωB97M-V with the def2-TZVPD basis set.

The geometry in ORCA input format:
```
! RIJCOSX wB97M-V def2-TZVPD def2/J DEFGRID3
* xyz 0 1
N 2.064 1.271 0.240
C 1.024 0.571 0.201
O -0.109 0.925 0.901
C -1.151 0.160 0.393
C -0.479 -1.099 -0.073
O 0.805 -0.583 -0.480
H 2.807 0.851 -0.314
H -1.537 0.700 -0.796
H -2.134 0.594 0.178
H -0.294 -1.875 0.681
H -0.996 -1.516 -0.930
*
```

**Orbital gap**: 10.32 eV
**E_HOMO**: -0.3565 Ha

***

[4]
Computed, not measured: a gas-phase ion, C3H5NO2P (charge -1) in a non-equilibrium geometry, with ωB97M-V with the def2-TZVPD basis set.

The geometry in ORCA input format:
```
! RIJCOSX wB97M-V def2-TZVPD def2/J DEFGRID3
* xyz -1 1
C -3.078 -1.883 0.068
C 0.702 -0.120 -0.028
C -0.893 -0.011 -0.054
N -4.162 -1.605 0.244
O -1.255 -2.064 -1.899
O -0.620 -2.993 0.413
P -1.322 -2.035 -0.444
H 1.127 -1.178 0.231
H 0.899 0.125 -1.077
H 1.276 0.630 0.557
H -1.516 0.571 -0.875
H -1.056 0.230 0.970
*
```

**Orbital gap**: 9.20 eV
**Structure (SMILES)**: CC[P@@](=O)([O-])C#N
**E_HOMO**: -0.1857 Ha

***

[5]
Computed, not measured: C3H5NO2S in the gas phase in a non-equilibrium geometry, with ωB97M-V with the def2-TZVPD basis set.

The geometry in ORCA input format:
```
! RIJCOSX wB97M-V def2-TZVPD def2/J DEFGRID3
* xyz 0 1
C -1.936 0.245 -2.498
C 0.139 -0.791 0.565
C 2.166 0.207 1.235
H -2.470 -0.470 -3.259
H -1.967 1.434 -2.490
H 0.019 -0.872 1.620
H -0.188 -1.762 0.114
H 3.182 0.279 0.952
N -1.446 -0.529 -1.560
O 1.566 -0.687 0.393
O 1.561 0.853 2.043
S -0.980 0.363 -0.083
*
```

**Orbital gap**: 9.85 eV
**Structure (SMILES)**: C=NSCOC=O
**E_HOMO**: -0.3374 Ha

***

[6]
Computed, not measured: C3H5NO2S in the gas phase in a non-equilibrium geometry, with ωB97M-V with the def2-TZVPD basis set.

The geometry in ORCA input format:
```
! RIJCOSX wB97M-V def2-TZVPD def2/J DEFGRID3
* xyz 0 1
C 1.903 1.889 0.577
C 1.109 1.462 -0.213
C -0.300 -1.761 0.099
N 0.153 0.822 -1.012
O -2.330 -0.125 -0.685
O -1.093 0.352 1.402
S -1.022 -0.110 0.022
H 2.640 2.348 1.157
H 0.433 -2.025 -0.797
H 0.058 -1.817 1.127
H -1.164 -2.448 -0.031
H -0.389 1.412 -1.647
*
```

**Orbital gap**: 10.40 eV
**Structure (SMILES)**: C#CNS(C)(=O)=O
**E_HOMO**: -0.3613 Ha

***

[7]
Computed, not measured: C3H5NO2S in the gas phase in a non-equilibrium geometry, with ωB97M-V with the def2-TZVPD basis set.

The geometry in ORCA input format:
```
! RIJCOSX wB97M-V def2-TZVPD def2/J DEFGRID3
* xyz 0 3
C 0.498 1.611 -0.763
C -1.460 -0.811 0.591
C -0.036 -0.483 -0.457
N -0.242 0.680 -1.190
O 1.347 1.518 0.232
O 2.597 -0.862 0.246
S 1.407 -0.203 0.773
H 0.572 2.587 -1.297
H -0.968 -0.580 1.565
H -1.634 -1.858 0.589
H -2.275 -0.190 0.549
H 0.194 -1.409 -0.837
*
```

**Orbital gap (spin up / spin down)**: 6.83 / 6.87 eV
**E_HOMO (spin up / spin down)**: -0.2183 / -0.3696 Ha
**<S²>**: 2.011

***

[8]
Computed, not measured: a molecular structure, C3H5NO2S2 in a non-equilibrium geometry, with ωB97M-V with the def2-TZVPD basis set.

The geometry in ORCA input format:
```
! RIJCOSX wB97M-V def2-TZVPD def2/J DEFGRID3
* xyz 0 3
C -1.586 0.889 -0.096
C -0.607 -0.038 -0.772
C 0.567 -0.003 0.134
N 1.911 0.207 -0.159
O -0.705 0.126 2.451
O 0.556 -2.590 -0.887
S -0.351 1.013 1.399
S -0.254 -1.762 0.009
H -1.483 1.783 -0.553
H -2.565 0.597 0.282
H -0.400 -0.109 -1.894
H 2.482 0.449 0.657
H 2.436 -0.562 -0.570
*
```

**Orbital gap (spin up / spin down)**: 5.38 / 6.31 eV
**E_HOMO (spin up / spin down)**: -0.1780 / -0.3278 Ha
**<S²>**: 2.008

***

[9]
Computed, not measured: 2 unconnected molecules or ions with the total composition C3H5NO3 in a non-equilibrium geometry, with ωB97M-V with the def2-TZVPD basis set.

The geometry in ORCA input format:
```
! RIJCOSX wB97M-V def2-TZVPD def2/J DEFGRID3
* xyz -2 1
C -2.127 0.921 -0.138
C -0.671 -1.042 0.351
C -0.783 0.293 0.012
N 2.252 0.273 -0.364
O -2.710 0.756 -1.235
O 3.747 0.085 -0.473
O -2.594 1.428 0.890
H 0.237 -1.380 0.705
H -1.606 -1.529 0.549
H 2.157 -0.252 0.524
H 0.071 0.909 0.230
H 2.026 -0.462 -1.049
*
```

**Orbital gap**: 5.73 eV
**E_HOMO**: 0.0404 Ha

***

[10]
Computed, not measured: C3H5NO3 in the gas phase in a non-equilibrium geometry, with ωB97M-V with the def2-TZVPD basis set.

The geometry in ORCA input format:
```
! RIJCOSX wB97M-V def2-TZVPD def2/J DEFGRID3
* xyz 0 1
C 1.434 -1.006 -0.677
N 0.952 0.306 -0.779
C -0.327 0.416 -1.038
C -1.306 0.193 0.538
O -0.540 0.746 1.559
O -2.399 0.626 0.269
O 2.309 -1.319 0.069
H 1.006 -1.761 -1.373
H 0.316 0.931 1.136
H -0.594 1.374 -1.475
H -0.643 -0.386 -1.720
H -1.257 -0.915 0.582
*
```

**Orbital gap**: 8.17 eV
**E_HOMO**: -0.3997 Ha

***

[11]
Computed, not measured: 2 unconnected molecules or ions with the total composition C3H5NO3 in a non-equilibrium geometry, with ωB97M-V with the def2-TZVPD basis set.

The geometry in ORCA input format:
```
! RIJCOSX wB97M-V def2-TZVPD def2/J DEFGRID3
* xyz 0 1
C -0.619 0.319 -0.248
C -1.124 1.366 0.815
C 0.638 -0.518 -0.203
N -4.860 -0.113 0.075
O -3.979 0.699 0.160
O -5.262 -0.974 -0.685
O -0.533 1.797 -0.310
H -1.462 0.000 -0.909
H -0.981 1.417 1.826
H 1.332 -0.421 0.571
H 1.224 -0.186 -1.061
H 0.405 -1.646 -0.287
*
```

**Orbital gap (spin up / spin down)**: 10.08 / 6.36 eV
**E_HOMO (spin up / spin down)**: -0.3728 / -0.2873 Ha

***

[12]
Computed, not measured: a molecular structure, C3H5NO3 in a non-equilibrium geometry, with ωB97M-V with the def2-TZVPD basis set.

The geometry in ORCA input format:
```
! RIJCOSX wB97M-V def2-TZVPD def2/J DEFGRID3
* xyz 0 1
C 0.342 0.159 1.968
C 0.091 0.037 -0.272
C 0.631 0.140 -1.574
H 0.755 -0.912 2.533
H -1.040 0.208 1.729
H 0.853 1.096 2.577
H 1.736 0.452 -1.932
H -1.346 -0.155 -1.941
N -1.091 -0.564 -0.074
O 1.014 0.154 0.718
O -0.130 0.148 -2.643
O -1.817 -0.763 -1.088
*
```

**Orbital gap**: 8.20 eV
**E_HOMO**: -0.3368 Ha

***

[13]
Computed, not measured: C3H5NO3 in the gas phase, with ωB97M-V with the def2-TZVPD basis set.

The geometry in ORCA input format:
```
! RIJCOSX wB97M-V def2-TZVPD def2/J DEFGRID3
* xyz 0 1
N -1.733 -0.702 0.262
C -0.501 -0.448 0.828
O 0.041 -1.156 1.646
C 0.063 0.926 0.448
O 1.424 0.877 0.007
C 1.623 0.092 -1.054
O 0.779 -0.597 -1.569
H -1.772 -0.532 -0.738
H -2.106 -1.604 0.534
H -0.549 1.406 -0.322
H 0.069 1.545 1.350
H 2.664 0.192 -1.392
*
```

**Orbital gap**: 10.97 eV
**Structure (SMILES)**: NC(=O)COC=O
**E_HOMO**: -0.3721 Ha

***

[14]
Computed, not measured: C3H5NO3 in the gas phase in a non-equilibrium geometry, with ωB97M-V with the def2-TZVPD basis set.

The geometry in ORCA input format:
```
! RIJCOSX wB97M-V def2-TZVPD def2/J DEFGRID3
* xyz 0 1
C 0.442 -1.753 -0.839
C -0.208 -0.321 -1.004
C -0.621 2.191 1.298
H 1.229 -0.566 0.562
H -0.362 -2.337 -0.269
H 0.741 -2.226 -1.793
H -1.308 2.926 1.707
H 0.377 1.834 1.832
N -1.078 1.339 0.311
O 1.508 -1.567 0.014
O -0.732 0.014 -1.996
O 0.012 0.466 0.177
*
```

**Orbital gap**: 9.97 eV
**Structure (SMILES)**: C=NOC(=O)CO
**E_HOMO**: -0.3648 Ha

***

[15]
Computed, not measured: C3H5NO3S in the gas phase in a non-equilibrium geometry, with ωB97M-V with the def2-TZVPD basis set.

The geometry in ORCA input format:
```
! RIJCOSX wB97M-V def2-TZVPD def2/J DEFGRID3
* xyz 0 1
C 2.311 -0.796 -0.597
C -0.299 0.322 0.720
C -2.590 0.306 0.120
H 2.798 -1.125 -1.497
H 1.414 0.702 -1.669
H -0.480 0.802 1.711
H -0.220 -0.762 0.789
H -3.252 0.631 -0.675
N 1.329 0.129 -0.867
O 2.558 -1.247 0.491
O 0.880 0.862 0.220
O -1.354 0.679 -0.182
S -3.095 -0.502 1.435
*
```

**Orbital gap**: 9.53 eV
**Structure (SMILES)**: O=CNOCOC=S
**E_HOMO**: -0.3381 Ha

***

[16]
Computed, not measured: a molecular structure, C3H5NO3S in a non-equilibrium geometry, with ωB97M-V with the def2-TZVPD basis set.

The geometry in ORCA input format:
```
! RIJCOSX wB97M-V def2-TZVPD def2/J DEFGRID3
* xyz 0 1
C -0.802 -0.308 0.988
C 0.394 0.410 0.690
C 0.346 1.578 -0.179
N 0.932 -0.896 -0.665
O -1.588 -0.282 1.892
O -1.350 -0.623 -1.718
O -0.890 -2.778 -0.494
S -0.712 -1.332 -0.606
H 1.297 0.372 1.431
H -0.398 1.226 -1.022
H 1.359 1.837 -0.360
H -0.175 2.341 0.436
H 1.587 -1.545 -0.393
*
```

**Orbital gap**: 9.62 eV
**E_HOMO**: -0.3816 Ha

***

[17]
Computed, not measured: 2 unconnected molecules or ions with the total composition C3H5NO4 in a non-equilibrium geometry, with ωB97M-V with the def2-TZVPD basis set.

The geometry in ORCA input format:
```
! RIJCOSX wB97M-V def2-TZVPD def2/J DEFGRID3
* xyz 0 1
C 0.697 0.637 0.803
C 0.128 1.155 -0.456
C -1.544 -0.023 -0.978
N -2.334 0.293 0.172
O -2.766 1.463 0.119
O -2.429 -0.481 1.104
O 1.226 0.392 -0.530
O -0.905 -1.160 -1.304
H 1.274 1.351 1.325
H 0.363 -0.302 1.301
H 0.179 2.153 -0.923
H -1.984 0.360 -1.858
H -0.484 -1.638 -0.508
*
```

**Orbital gap**: 9.10 eV
**E_HOMO**: -0.3459 Ha

***

[18]
Computed, not measured: a gas-phase ion, C3H5NOP (charge -1) in a non-equilibrium geometry, with ωB97M-V with the def2-TZVPD basis set.

The geometry in ORCA input format:
```
! RIJCOSX wB97M-V def2-TZVPD def2/J DEFGRID3
* xyz -1 1
C 1.033 -0.909 -0.386
C -0.418 -1.001 -0.028
C 0.262 1.348 0.121
N -0.854 0.350 -0.329
O -2.150 0.786 -0.139
P 1.885 0.503 0.010
H 1.668 -1.797 -0.337
H -1.014 -1.584 -0.564
H -0.558 -1.275 0.973
H 0.022 2.188 -0.568
H 0.125 1.391 1.246
*
```

**Orbital gap (spin up / spin down)**: 5.41 / 5.40 eV
**Structure (SMILES)**: [O-]N1CC=PC1
**E_HOMO (spin up / spin down)**: -0.0441 / -0.0440 Ha

***

[19]
Computed, not measured: C3H5NOS in the gas phase in a non-equilibrium geometry, with ωB97M-V with the def2-TZVPD basis set.

The geometry in ORCA input format:
```
! RIJCOSX wB97M-V def2-TZVPD def2/J DEFGRID3
* xyz 0 1
C 2.004 -1.001 0.085
C -0.724 0.997 -0.378
C -1.681 0.190 0.496
H 2.666 -0.522 0.854
H 2.355 -1.938 -0.381
H -0.770 0.578 -1.367
H -0.933 2.042 -0.295
H -1.596 0.138 1.586
N 0.987 -0.521 -0.454
O 0.596 0.723 0.023
S -2.904 -0.685 -0.169
*
```

**Orbital gap**: 8.45 eV
**Structure (SMILES)**: C=NOCC=S
**E_HOMO**: -0.3234 Ha

***

[20]
Computed, not measured: C3H5NOS in the gas phase in a non-equilibrium geometry, with ωB97M-V with the def2-TZVPD basis set.

The geometry in ORCA input format:
```
! RIJCOSX wB97M-V def2-TZVPD def2/J DEFGRID3
* xyz 0 1
C 0.359 -1.725 -0.420
C 0.247 0.361 1.035
C -0.551 0.875 -0.087
N 0.172 -0.373 -0.237
O -0.165 2.019 -0.683
S 0.572 -2.546 -1.845
H 0.669 -2.185 0.517
H 1.186 0.970 1.301
H -0.178 0.017 1.912
H -1.602 0.601 0.021
H -0.708 1.987 -1.513
*
```

**Orbital gap**: 8.65 eV
**Structure (SMILES)**: O[C@@H]1CN1C=S
**E_HOMO**: -0.3104 Ha

***

Energy relative to the best compared isomer or geometry (same formula, charge and spin)? In order: 139.69 431.67 381.27 0.00 202.18 350.40 185.22 322.06 40.95 484.46 860.39 683.85 73.68 509.13 260.40 400.68 714.85 84.94 356.48 301.86 kJ/mol.